Arrangement w

{
  "formula": "C3H6O",
  "method": "the ωB97M-V functional and the def2-TZVPD basis",
  "symbols": ["C", "C", "C", "O", "H", "H", "H", "H", "H", "H"],
  "coordinates": [[-1.5037, -0.4523, 0.4600], [-0.3592, 0.1617, -0.1580], [0.9252, 0.7717, 0.1827], [-1.5918, 0.8041, -0.2393], [-1.9663, -1.3792, 0.1068], [-1.7172, -0.4849, 1.5212], [0.3178, -0.2614, -2.4267], [1.3961, 1.2681, -0.6770], [1.5976, -0.0558, 0.4112], [0.8423, 1.4938, 0.9782]],
  "mulliken_charge": [-0.2887, 0.1146, -0.7791, -0.3519, 0.2112, 0.2216, 0.0176, 0.2590, 0.2614, 0.3344],
  "gap_ev": [10.4, 7.8],
  "total_charge": 0
}


Arrangement x

{
  "formula": "C3H6O",
  "method": "the ωB97M-V functional and the def2-TZVPD basis",
  "symbols": ["C", "C", "C", "O", "H", "H", "H", "H", "H", "H"],
  "coordinates": [[0.6203, 0.6177, 1.0634], [-0.1765, -0.4298, 0.2928], [-0.5887, 0.0021, -0.9145], [-1.1528, -0.7970, -1.8494], [1.5516, 0.8934, 0.5164], [-0.0722, 1.6516, 1.2110], [0.8956, 0.2313, 2.0428], [-0.0502, -1.5427, 0.4020], [-0.4037, 1.0431, -1.1059], [-0.6234, -1.6697, -1.6587]],
  "mulliken_charge": [-1.0234, -0.1787, 0.0079, -0.4761, 0.2584, 0.2407, 0.3266, 0.2154, 0.3141, 0.3151],
  "gap_ev": 9.7,
  "total_charge": 0,
  "smiles": "C/C=C/O"
}


What should be chosen as the most stable of them? Choose arrangement x.


Arrangement w

{
  "formula": "C2H8N2O2",
  "method": "the ωB97M-V functional and the def2-TZVPD basis",
  "symbols": ["C", "N", "C", "N", "O", "H", "H", "H", "H", "H", "H", "H", "H", "O"],
  "coordinates": [[2.6170, -1.3614, 0.0540], [1.1504, -1.2080, 0.1316], [0.7185, -0.0923, 0.8328], [-0.6610, -0.0495, 0.9703], [1.4356, 0.6789, 1.4248], [2.8700, -1.9855, -0.7956], [2.9076, -1.8027, 1.0001], [3.0658, -0.3677, 0.0343], [0.4798, -1.6125, -0.5006], [-1.3497, -0.5541, 0.4350], [-1.0235, 0.7621, 1.4446], [-3.9221, 2.3481, -0.8976], [-4.1812, 3.0159, -2.3154], [-4.1071, 2.2287, -1.8184]],
  "mulliken_charge": [-0.7604, -0.2271, 0.5415, -0.4162, -0.6018, 0.3251, 0.2318, 0.2733, 0.2345, 0.1769, 0.2238, 0.3162, 0.3151, -0.6327],
  "gap_ev": 10.1,
  "total_charge": 0,
  "smiles": "CNC(N)=O.O"
}


Arrangement x

{
  "formula": "C2H8N2O2",
  "method": "the ωB97M-V functional and the def2-TZVPD basis",
  "symbols": ["N", "C", "O", "H", "H", "H", "H", "H", "C", "N", "O", "H", "H", "H"],
  "coordinates": [[-3.0356, -0.9066, -0.9670], [-1.6220, -0.6384, -1.3040], [-0.8875, -1.9676, -1.1867], [-3.2693, -1.5191, -1.7093], [-3.2201, -1.3291, -0.0651], [-1.3953, -0.4806, -2.2949], [-1.2661, 0.0706, -0.5867], [-0.0568, -1.8101, -0.7561], [1.8680, 1.3300, 1.1631], [3.0844, 1.5634, 1.7611], [1.4370, 0.1974, 1.3583], [1.3364, 2.1362, 0.3914], [3.4855, 0.8580, 2.3614], [3.5414, 2.4959, 1.8346]],
  "mulliken_charge": [-0.5916, -0.1373, -0.5573, 0.2286, 0.2441, 0.3105, 0.2060, 0.2908, 0.2726, -0.3904, -0.5552, 0.2367, 0.2364, 0.2060],
  "gap_ev": 10.3,
  "total_charge": 0,
  "smiles": "NC=O.NCO"
}


Arrangement y

{
  "formula": "C2H8N2O2",
  "method": "the ωB97M-V functional and the def2-TZVPD basis",
  "symbols": ["C", "C", "N", "N", "O", "O", "H", "H", "H", "H", "H", "H", "H", "H"],
  "coordinates": [[0.4440, 0.1587, 1.1385], [-0.2540, -0.4682, -0.9010], [-0.3964, 0.5592, 0.2774], [0.5374, 0.0416, -1.9815], [0.6441, -1.0181, 1.7685], [0.2209, -1.7744, -0.6626], [0.1721, -1.7205, 1.2782], [0.0380, -2.3970, -1.3692], [0.9249, 0.9394, 1.7194], [-1.2959, -0.5263, -1.2480], [0.1040, 0.8408, -2.4300], [-1.2889, 2.2351, 1.8092], [-1.3337, 2.8732, 2.2786], [1.4835, 0.2565, -1.6777]],
  "mulliken_charge": [-0.0297, 0.0588, -0.3500, -0.5510, -0.4768, -0.5948, 0.3397, 0.2974, 0.4487, 0.3829, 0.2336, -0.2176, 0.2266, 0.2322],
  "gap_ev": 10.1,
  "total_charge": 0
}


Arrangement z

{
  "formula": "C2H8N2O2",
  "method": "the ωB97M-V functional and the def2-TZVPD basis",
  "symbols": ["C", "N", "O", "H", "H", "H", "H", "H", "C", "O", "N", "H", "H", "H"],
  "coordinates": [[0.4913, 1.7606, 0.0139], [1.2572, -0.7573, 1.2402], [1.4149, 1.6242, 0.8273], [1.1896, -0.4945, 2.2132], [2.2325, -0.7663, 0.9697], [0.7328, 1.9673, -1.0421], [-0.1061, -0.0564, -0.0924], [-0.4279, 2.2780, 0.3325], [-1.7580, -0.4360, -1.3794], [-0.7749, -2.0681, -0.1696], [-0.8672, -0.8700, -0.5519], [0.8350, -1.6900, 1.0962], [-2.4671, -1.1062, -1.8383], [-1.7520, 0.6148, -1.6194]],
  "mulliken_charge": [-0.3015, -0.7241, -0.3797, 0.2025, 0.2046, 0.3169, 0.2367, 0.3159, -0.3410, -0.6508, 0.3450, 0.2830, 0.2947, 0.1979],
  "gap_ev": 8.7,
  "total_charge": 0,
  "smiles": "C=[NH+][O-].C=O.N"
}


What should be chosen as the most stable of them? Choose arrangement w.


Arrangement w

{
  "formula": "C2H8N2O2",
  "method": "the ωB97M-V functional and the def2-TZVPD basis",
  "symbols": ["N", "C", "N", "H", "H", "H", "H", "H", "H", "O", "C", "O", "H", "H"],
  "coordinates": [[-3.0947, 3.7831, -0.9560], [-2.9316, 3.7409, 0.4900], [-1.8792, 2.7819, 0.8634], [-2.1447, 3.7148, -1.3185], [-3.4562, 4.6838, -1.2310], [-3.8721, 3.4084, 0.9232], [-2.6830, 4.7280, 0.8836], [-2.3077, 2.1271, 1.5117], [-1.7584, 2.1722, 0.0576], [3.2435, -3.7252, -1.1887], [2.4834, -3.8013, -0.2800], [2.7864, -3.6248, 0.9908], [1.4089, -4.0192, -0.3190], [3.7367, -3.4787, 1.1003]],
  "mulliken_charge": [-0.6283, -0.1941, -0.6222, 0.2294, 0.2376, 0.2467, 0.2314, 0.2536, 0.2459, -0.4771, 0.2562, -0.4014, 0.2979, 0.3244],
  "gap_ev": 10.1,
  "total_charge": 0,
  "smiles": "O=CO.NCN"
}


Arrangement x

{
  "formula": "C2H8N2O2",
  "method": "the ωB97M-V functional and the def2-TZVPD basis",
  "symbols": ["N", "C", "N", "H", "H", "H", "H", "H", "H", "O", "C", "O", "H", "H"],
  "coordinates": [[-0.8597, 1.0131, 0.4257], [0.3945, 0.8833, 1.1552], [1.0679, -0.3967, 1.0225], [-1.6263, 0.6431, 0.9729], [-1.0638, 1.9881, 0.2143], [0.1475, 1.0150, 2.2095], [1.1761, 1.5854, 0.8729], [1.9554, -0.1982, 1.4425], [1.1692, -1.1274, 0.3598], [0.8227, -0.8570, -2.1994], [-0.2156, -1.3899, -1.9183], [-1.2803, -0.8208, -1.4047], [-0.4254, -2.4521, -2.1185], [-1.2622, 0.1142, -1.0345]],
  "mulliken_charge": [-0.5942, -0.3854, -0.4982, 0.2902, 0.2482, 0.2342, 0.3394, 0.1837, 0.1956, -0.5005, 0.1287, -0.4361, 0.3281, 0.4662],
  "gap_ev": 9.6,
  "total_charge": 0,
  "smiles": "O=CO.NCN"
}


Arrangement y

{
  "formula": "C2H8N2O2",
  "method": "the ωB97M-V functional and the def2-TZVPD basis",
  "symbols": ["N", "C", "O", "H", "H", "H", "H", "H", "C", "N", "O", "H", "H", "H"],
  "coordinates": [[1.3257, 0.0416, 1.8711], [0.7988, 0.7401, 0.7412], [1.3921, 0.5744, -0.5536], [1.5443, -0.9237, 1.6208], [2.2347, 0.4099, 2.1442], [-0.2043, 0.3540, 0.6024], [0.8184, 1.8136, 0.9139], [2.2881, 0.2273, -0.5384], [-1.6987, -1.1615, -0.8749], [-1.6786, 0.0721, -1.4532], [-2.1121, -1.3120, 0.2524], [-1.3811, -1.9730, -1.5342], [-1.6999, 0.8087, -0.7709], [-1.6274, 0.3285, -2.4208]],
  "mulliken_charge": [-0.5710, -0.1066, -0.5181, 0.2591, 0.2336, 0.1135, 0.2463, 0.2637, 0.1145, -0.2919, -0.5368, 0.3496, 0.2514, 0.1928],
  "gap_ev": 10.8,
  "total_charge": 0,
  "smiles": "NC=O.NCO"
}


What should be chosen as the most stable of them? Choose arrangement y.


Arrangement w

{
  "formula": "C2H8N2O2",
  "method": "the ωB97M-V functional and the def2-TZVPD basis",
  "symbols": ["C", "C", "N", "N", "O", "O", "H", "H", "H", "H", "H", "H", "H", "H"],
  "coordinates": [[1.0610, -1.3656, 0.0468], [1.2748, 0.9602, 0.4134], [-1.6636, 0.3989, 0.3809], [-2.3194, 0.6740, -0.6159], [-0.2277, -1.4488, -0.4299], [1.7235, -0.1679, -0.2981], [-0.9354, -0.8240, 0.1536], [-2.4500, 0.0159, -1.4062], [-2.6747, 1.6313, -0.7860], [1.6473, -2.1618, -0.4243], [1.0905, -1.4945, 1.1479], [1.4126, 0.8243, 1.4941], [0.1948, 1.1502, 0.2543], [1.8663, 1.8076, 0.0694]],
  "mulliken_charge": [-0.1728, -0.6454, -0.5888, 0.1139, -0.6782, -0.3298, 0.4499, 0.2529, 0.2588, 0.2002, 0.2976, 0.2903, 0.2903, 0.2610],
  "gap_ev": 9.0,
  "total_charge": 0
}


Arrangement x

{
  "formula": "C2H8N2O2",
  "method": "the ωB97M-V functional and the def2-TZVPD basis",
  "symbols": ["C", "C", "N", "N", "O", "O", "H", "H", "H", "H", "H", "H", "H", "H"],
  "coordinates": [[-0.2103, 1.0173, -0.4340], [-1.5582, 0.5787, 0.0353], [1.0414, -1.4889, -1.1021], [1.1481, 0.2655, 0.6124], [1.9663, -0.7987, -0.4720], [0.1168, -2.0092, -0.1711], [0.6434, -2.5471, 0.4767], [0.7385, -0.1289, 1.4581], [1.9172, 0.8832, 0.8757], [0.0345, 2.0538, -0.2176], [-0.0025, 0.7983, -1.4729], [-2.0868, 1.3906, 0.5361], [-1.5614, -0.2960, 0.6860], [-2.1867, 0.2813, -0.8107]],
  "mulliken_charge": [-0.2857, -0.8847, -0.1461, -0.5260, -0.1872, -0.3458, 0.2994, 0.2830, 0.2638, 0.3356, 0.3089, 0.3129, 0.2949, 0.2769],
  "gap_ev": [8.2, 8.1],
  "total_charge": 0
}


What should be chosen as the most stable of them? Choose arrangement w.